(1)
A 14-piece molecular cluster, C44H100Cl8N4O22 overall in a non-equilibrium geometry, computed with ωB97M-V with the def2-TZVPD basis set.

Geometry as XYZ:
```
178
Properties=species:S:1:pos:R:3:mulliken_charge:R:1
C 2.699 -0.915 2.393 -0.7929
C 2.239 -2.385 2.368 0.5476
C 2.100 -3.088 1.022 -0.3433
O 3.222 -2.888 0.220 -0.4550
C 3.139 -3.569 -1.053 -0.8380
N 3.303 -3.115 3.212 -0.7693
H 3.749 -0.751 2.151 0.3300
H 2.570 -0.390 3.339 0.1203
H 2.149 -0.416 1.595 0.0444
H 1.297 -2.554 2.890 0.0231
H 1.158 -2.769 0.575 0.0179
H 2.079 -4.166 1.185 0.5753
H 2.342 -3.214 -1.708 0.1281
H 2.952 -4.642 -1.013 0.4975
H 4.110 -3.487 -1.541 0.3453
H 4.127 -3.297 2.657 0.2754
H 2.876 -3.954 3.577 0.2798
C 0.995 -0.065 -1.676 -0.2301
C 0.861 1.426 -1.583 1.8458
C -0.180 1.881 -0.527 -1.3131
O -0.033 1.360 0.742 0.5381
C -1.096 1.680 1.591 -1.3610
N 2.174 1.952 -1.467 0.2918
H 0.181 -0.501 -2.255 -0.4284
H 0.946 -0.475 -0.667 0.0687
H 1.990 -0.474 -1.849 -0.2294
H 0.517 1.752 -2.565 -0.9096
H -1.152 1.509 -0.851 0.3267
H -0.232 2.961 -0.386 0.6779
H -1.992 1.058 1.588 0.4235
H -1.509 2.688 1.576 0.3635
H -0.874 1.614 2.656 0.1338
H 2.853 1.411 -1.983 0.1009
H 2.534 1.897 -0.524 -0.1919
C -1.602 -4.212 1.439 -1.3531
C -2.828 -4.855 0.821 0.6889
C -3.409 -6.176 1.297 -1.0971
O -2.651 -7.244 0.680 -0.2961
C -3.148 -8.491 1.091 -0.7955
N -3.820 -3.799 1.054 -0.6060
H -0.673 -4.645 1.069 0.4890
H -1.642 -4.323 2.522 0.3794
H -1.484 -3.185 1.090 0.1919
H -2.781 -4.863 -0.268 0.2144
H -4.472 -6.278 1.075 0.5142
H -3.299 -6.232 2.380 0.4270
H -2.700 -9.355 0.601 0.2586
H -4.189 -8.492 0.768 0.3359
H -3.048 -8.703 2.155 0.2904
H -4.795 -3.843 0.793 0.2184
H -3.526 -3.071 0.418 0.1360
C -2.076 -1.856 4.052 -1.6161
C -3.377 -2.259 4.619 0.6375
C -4.554 -1.250 4.202 -0.5478
O -5.738 -1.482 4.959 -0.3499
C -5.784 -0.913 6.212 -0.8953
N -3.697 -3.603 4.130 -0.6817
H -2.119 -1.533 3.012 0.1050
H -1.257 -2.550 4.240 0.3649
H -1.841 -1.023 4.714 0.6288
H -3.314 -2.291 5.706 0.3965
H -4.852 -1.400 3.165 0.1975
H -4.186 -0.226 4.268 0.2753
H -5.148 -0.037 6.340 0.3285
H -5.220 -1.646 6.789 0.3751
H -6.770 -0.898 6.678 0.2970
H -4.692 -3.672 4.290 0.3741
H -3.624 -3.567 3.124 0.0652
C -1.742 3.717 6.274 -0.9796
C -2.658 4.492 5.347 -0.2873
O -3.570 3.636 4.612 -0.2361
C -3.952 3.912 3.348 0.6925
O -3.892 5.040 2.874 -0.6270
O -4.173 2.811 2.633 -0.0811
C -4.550 2.927 1.274 -0.6391
H -0.984 4.431 6.596 0.3422
H -1.258 2.917 5.714 0.1794
H -2.163 3.420 7.234 0.3362
H -2.016 5.064 4.677 0.3205
H -3.325 5.148 5.906 0.2834
H -5.009 3.869 0.974 0.3789
H -5.333 2.177 1.161 0.1154
H -3.743 2.720 0.572 0.1921
C 9.494 0.599 0.718 -1.2521
C 8.777 1.807 0.108 0.2791
O 8.807 1.667 -1.303 -0.2952
C 7.983 2.396 -2.076 0.8769
O 7.332 3.360 -1.635 -0.6095
O 8.235 2.077 -3.315 -0.3550
C 7.679 2.733 -4.437 -0.4917
H 10.566 0.797 0.735 0.3383
H 9.188 -0.368 0.320 0.2988
H 9.321 0.562 1.794 0.4128
H 9.082 2.753 0.555 0.3001
H 7.709 1.884 0.310 -0.1633
H 6.764 2.220 -4.733 0.1217
H 8.408 2.670 -5.245 0.2492
H 7.509 3.801 -4.296 0.3323
C -0.995 7.499 0.358 -1.0506
C -0.832 7.438 -1.115 -0.3144
O -0.444 6.200 -1.676 -0.1185
C -0.703 5.965 -2.955 0.5649
O -1.066 6.744 -3.893 -0.6700
O -0.209 4.820 -3.104 -0.0877
C -0.224 4.124 -4.291 -0.4563
H -0.049 7.176 0.793 0.2616
H -1.711 6.752 0.702 0.2248
H -1.335 8.481 0.686 0.3765
H -0.023 8.074 -1.477 0.2874
H -1.738 7.859 -1.551 0.3538
H -0.381 4.787 -5.142 0.4210
H -0.958 3.328 -4.161 0.1272
H 0.774 3.721 -4.465 0.0596
C 1.085 -4.009 -6.479 -1.5691
C 1.609 -3.933 -5.023 1.5755
O 2.317 -5.141 -4.770 -0.3920
C 3.631 -5.092 -4.446 0.7943
O 4.310 -4.093 -4.530 -0.5730
O 4.112 -6.413 -4.248 -0.3519
C 5.459 -6.553 -3.821 -0.6723
H 0.582 -4.975 -6.539 0.4181
H 1.976 -4.220 -7.072 0.3938
H 0.539 -3.153 -6.874 0.3081
H 0.742 -3.790 -4.379 -0.4011
H 2.249 -3.079 -4.800 -0.4028
H 6.130 -5.830 -4.286 0.3191
H 5.663 -7.578 -4.130 0.2532
H 5.656 -6.474 -2.751 0.2647
C -8.319 1.623 4.151 -1.6956
C -7.189 1.301 3.203 0.3860
O -7.504 0.250 2.323 -0.2029
C -8.266 0.587 1.272 0.8068
O -8.543 1.791 0.993 -0.6218
O -8.716 -0.561 0.826 -0.2937
C -9.664 -0.629 -0.215 -0.7162
H -8.023 2.168 5.048 0.4032
H -8.822 0.742 4.550 0.3365
H -9.026 2.316 3.695 0.4216
H -6.274 0.989 3.707 0.2849
H -6.942 2.263 2.753 0.0997
H -10.047 0.331 -0.561 0.3494
H -10.498 -1.288 0.026 0.2536
H -9.246 -1.124 -1.092 0.2603
C 5.000 -0.475 -3.512 -0.6557
C 4.194 -0.654 -4.773 0.1316
O 2.910 -0.194 -4.518 0.2779
C 1.978 -0.268 -5.476 0.0067
O 2.034 -0.922 -6.513 -0.6059
O 0.938 0.466 -4.964 0.0901
C -0.271 0.728 -5.644 -0.8614
H 5.508 0.485 -3.428 -0.1553
H 5.752 -1.244 -3.335 0.4861
H 4.330 -0.506 -2.653 -0.0375
H 4.169 -1.730 -4.948 -0.0429
H 4.659 -0.248 -5.671 0.3921
H -0.157 1.419 -6.480 0.3380
H -1.105 1.155 -5.087 0.3045
H -0.695 -0.076 -6.244 0.3028
C 3.464 3.837 1.535 0.2233
Cl 4.681 2.696 0.998 -0.1206
Cl 3.322 5.062 0.179 -0.1305
H 2.513 3.306 1.544 -0.4151
H 3.813 4.267 2.474 0.3710
C 3.546 4.494 -3.352 0.6749
Cl 3.632 3.650 -4.856 -0.1916
Cl 3.172 6.235 -3.482 -0.1759
H 2.653 4.020 -2.944 -0.6446
H 4.466 4.316 -2.796 0.2770
C -2.089 -2.654 -3.132 -0.6326
Cl -0.730 -3.308 -2.289 -0.0215
Cl -2.329 -0.841 -2.981 -0.1317
H -1.996 -2.963 -4.173 0.3681
H -2.918 -3.227 -2.717 0.4320
C 2.878 1.958 4.815 -0.4823
Cl 1.442 2.607 3.950 0.0130
Cl 3.753 3.279 5.669 -0.1713
H 2.581 1.192 5.531 0.4747
H 3.556 1.403 4.167 0.2198
```

## Properties
- E_LUMO: 0.0 eV
- Relative energy (zero: lowest compared OMol25 entry of this formula, charge and spin): 63.0 kJ/mol
- HOMO-LUMO gap: 8.72 eV
- Total charge: 0

---

(2)
C17H26ClN2 as an isolated structure in a non-equilibrium geometry, computed with ωB97M-V with the def2-TZVPD basis set.

Geometry as XYZ:
```
46
Properties=species:S:1:pos:R:3:mulliken_charge:R:1
C -4.097 4.924 0.217 -1.5418
N -3.463 3.731 -0.482 -0.0472
C -4.416 2.704 -0.386 -0.3668
C -4.008 1.485 0.002 -0.5381
C -2.522 1.285 0.613 0.4838
C -1.623 2.471 0.440 -0.2579
C -2.165 3.573 -0.070 -0.6052
C -2.076 0.026 1.127 0.6129
C -2.990 -0.797 1.979 -1.0994
C -2.604 -1.979 2.452 -0.3618
N -1.228 -2.329 2.230 0.1025
C -0.305 -1.582 1.572 0.2745
C -0.626 -0.387 0.944 -0.4641
C -0.921 -3.812 2.445 -0.9331
H -3.951 5.709 -0.491 0.3593
H -3.740 5.068 1.075 0.5841
H -5.063 5.050 0.565 0.5006
H -5.346 2.815 -0.854 0.4146
H -4.841 0.652 -0.153 0.1241
H -0.520 2.527 0.739 0.2715
H -1.394 4.260 -0.099 0.3734
H -3.936 -0.805 2.234 0.4644
H -3.177 -2.577 2.955 0.4818
H 0.868 -1.938 1.467 -0.0124
H 0.089 0.240 0.492 0.2242
H -1.701 -4.299 2.983 0.2808
H 0.247 -4.066 2.628 0.2758
H -1.089 -4.282 1.375 0.3304
Cl 2.999 -0.037 1.121 -0.6929
C 5.447 -2.725 -2.407 -1.2753
C 4.490 -2.064 -1.369 -0.8703
C 3.576 -0.991 -1.944 -0.5322
C 2.948 -0.319 -1.112 0.3604
C 2.119 0.961 -1.665 -1.3641
H 5.976 -2.147 -3.046 0.4056
H 5.024 -3.531 -3.024 0.3016
H 5.960 -3.525 -1.756 0.3043
H 5.044 -1.834 -0.554 0.6683
H 4.067 -2.857 -0.834 0.4475
H 2.849 -1.319 -2.643 0.2289
H 4.068 -0.304 -2.630 0.2198
H 3.669 0.186 -0.430 0.1287
H 2.333 -1.004 -0.410 -0.3257
H 1.326 0.682 -2.409 0.3382
H 2.796 1.653 -2.179 0.5056
H 1.905 1.503 -0.712 0.2206
```

## Properties
- E_LUMO: 2.9 eV
- Relative energy (zero: lowest compared OMol25 entry of this formula, charge and spin): 0.0 kJ/mol
- HOMO-LUMO gap: 5.17 eV
- Total charge: -1

---

(3)
An isolated ion of composition C6H9N4O3 and charge +1 in a non-equilibrium geometry, computed with ωB97M-V with the def2-TZVPD basis set.

Geometry as XYZ:
```
22
Properties=species:S:1:pos:R:3:mulliken_charge:R:1
C 3.685 -1.276 0.589 -0.8838
C 3.505 0.026 -0.125 0.7322
O 4.213 0.456 -0.983 -0.4538
O 2.366 0.792 0.323 -0.3241
C 1.276 0.518 -0.399 0.3914
O 1.199 -0.372 -1.209 -0.4962
C 0.154 1.488 -0.138 -0.4450
C -1.162 0.830 -0.050 0.3522
N -1.406 -0.458 -0.181 -0.3419
C -2.725 -0.583 -0.062 0.2831
N -3.361 -1.788 -0.172 -0.3950
N -3.275 0.595 0.156 -0.0565
N -2.276 1.488 0.167 -0.0061
H 4.228 -1.945 -0.054 0.3160
H 2.704 -1.692 0.773 0.3032
H 4.209 -1.109 1.519 0.2944
H 0.361 2.145 0.696 0.4056
H 0.134 2.126 -1.019 0.3472
H -3.620 -2.121 -1.077 0.2358
H -3.524 -2.346 0.640 0.2345
H -4.263 0.755 0.282 0.2651
H -2.422 2.471 0.324 0.2417
```

## Properties
- E_LUMO: -3.8 eV
- Relative energy (zero: lowest compared OMol25 entry of this formula, charge and spin): 0.0 kJ/mol
- SMILES: CC(=O)OC(=O)Cc1nc(N)[nH][nH+]1
- HOMO-LUMO gap: 9.80 eV
- Total charge: +1

---

(4)
C4H6BrClO3S as an isolated structure in a non-equilibrium geometry, computed with ωB97M-V with the def2-TZVPD basis set.

Geometry as XYZ:
```
16
Properties=species:S:1:pos:R:3:mulliken_charge:R:1
C 0.535 -1.077 0.246 0.9979
C 0.298 -2.425 0.776 -1.2802
C 1.348 1.953 -0.828 -0.9220
C -0.507 -0.123 0.111 -0.1288
O 1.644 -0.696 0.018 -0.4720
O -0.334 2.154 1.273 -0.5751
O -1.338 2.063 -0.922 -0.6078
S -0.279 1.628 -0.091 1.1566
Cl -4.959 -0.998 -0.636 -0.5107
Br -2.280 -0.403 0.237 0.2628
H -0.325 -3.104 0.104 0.3563
H -0.110 -2.241 1.765 0.3694
H 1.342 -2.874 0.887 0.3132
H 2.129 1.744 -0.073 0.3498
H 1.463 1.301 -1.586 0.3998
H 1.372 3.097 -1.281 0.2908
```

## Properties
- E_LUMO (spin up / spin down): -4.5 / -4.5 eV
- Relative energy (zero: lowest compared OMol25 entry of this formula, charge and spin): 197.0 kJ/mol
- HOMO-LUMO gap (spin up / spin down): 4.70 / 4.70 eV
- Total charge: 0